{"formula": "C24H32FNOSYb", "method": "the ωB97M-V functional and the def2-TZVPD basis", "elements": ["H", "C", "C", "C", "H", "H", "C", "C", "C", "H", "H", "C", "H", "H", "H", "C", "H", "H", "H", "C", "H", "H", "C", "C", "Yb", "H", "C", "C", "H", "H", "C", "F", "C", "O", "C", "H", "H", "C", "H", "H", "H", "H", "H", "H", "H", "C", "C", "H", "C", "H", "C", "H", "N", "C", "H", "C", "H", "H", "S", "H", "C"], "xyz": [[-0.19, 1.86, -0.76], [0.04, 4.56, -1.06], [3.73, 6.82, -1.13], [0.98, -2.55, -2.21], [-1.10, 0.59, -4.07], [-2.78, 0.41, -1.93], [0.07, -4.78, 2.96], [-0.56, -0.28, -3.54], [-1.45, 2.76, -2.39], [-0.97, -2.20, 3.81], [2.45, -6.23, 0.46], [0.00, -1.77, -1.31], [-2.48, 2.70, -2.88], [2.50, 4.89, -2.26], [3.53, 7.50, -0.23], [0.68, 6.02, -1.38], [-2.10, -0.08, -0.22], [1.94, -2.86, -4.36], [-1.88, 2.37, -0.23], [-2.01, -5.17, 4.64], [1.51, 5.93, -3.47], [-1.57, -3.16, 5.71], [-0.79, -0.60, -2.02], [0.21, -3.19, 0.71], [3.21, 3.61, -2.81], [0.10, -4.40, 5.14], [1.93, 5.89, -2.39], [0.46, -1.07, -4.42], [0.88, 3.79, -1.28], [0.66, -0.83, -5.51], [1.22, -4.21, 0.13], [0.09, -6.45, 4.84], [-1.28, 1.85, -1.08], [2.79, 7.03, -2.21], [-0.42, -5.15, 4.43], [0.96, 6.55, -0.40], [-0.38, 4.48, 0.00], [1.67, -5.50, 0.91], [0.02, -1.13, 0.67], [3.79, 5.72, -0.76], [-2.14, 4.89, -1.77], [-0.61, 2.46, -3.12], [-2.49, -4.34, 6.75], [-0.08, 6.69, -1.92], [-2.59, -5.06, 3.66], [-1.41, -2.52, 2.81], [-0.36, -3.52, 2.14], [-2.39, -6.14, 5.14], [-1.85, 0.34, -1.26], [-0.86, 4.79, -3.09], [-2.39, -3.96, 5.67], [4.81, 7.08, -1.48], [-0.27, -1.94, 0.11], [1.21, -2.23, -3.74], [-1.69, -1.63, 2.16], [-1.19, 4.34, -2.08], [-2.40, -3.09, 3.01], [1.48, -6.71, 2.85], [1.97, -3.93, -1.52], [-3.34, -3.44, 5.30], [1.10, -5.78, 2.31]], "charge": 2, "homo_energy_ev": -11.23, "relative_energy_kcal_mol": 0.0, "orbital_gap_ev": 1.856}

---

{"formula": "C24H32N4O5", "method": "the ωB97M-V functional and the def2-TZVPD basis", "elements": ["H", "H", "H", "N", "H", "C", "N", "C", "H", "C", "C", "H", "H", "C", "C", "H", "H", "C", "H", "H", "O", "C", "H", "N", "C", "C", "C", "H", "C", "C", "C", "C", "H", "C", "C", "H", "O", "C", "H", "H", "H", "H", "C", "C", "H", "H", "H", "H", "N", "H", "C", "H", "C", "H", "O", "H", "H", "H", "H", "C", "H", "C", "O", "H", "O"], "xyz": [[5.80, 0.22, 5.21], [-8.12, 3.47, -4.34], [-0.47, -1.11, 3.58], [4.34, -0.71, 0.95], [4.35, -3.37, -0.88], [-2.91, 0.48, -2.31], [0.80, -0.76, -0.20], [-4.14, 2.13, -1.00], [4.61, 2.29, 4.42], [-2.99, 1.40, -1.25], [-1.00, 0.52, -1.17], [3.31, 1.42, 1.80], [-2.72, -2.43, 0.91], [5.26, 0.04, 1.80], [0.07, -1.35, 2.66], [-6.82, 2.84, -5.37], [-0.02, -1.39, -2.85], [-0.16, -1.78, 0.19], [5.21, 1.10, 1.54], [-0.93, -0.66, -4.17], [1.16, 1.40, -0.80], [-5.22, 1.93, -1.85], [-3.97, -0.40, -3.98], [3.98, -2.55, -0.42], [-4.00, 0.30, -3.15], [5.92, 0.58, 4.19], [-7.17, 2.93, -4.34], [5.87, 2.52, 3.20], [5.65, 2.08, 4.17], [2.65, -2.24, -0.69], [-0.90, -1.41, 1.48], [0.41, 0.43, -0.70], [-2.55, -2.17, 2.65], [-7.36, 1.55, -3.73], [4.98, -0.21, 3.28], [5.11, -1.28, 3.47], [2.00, -2.94, -1.45], [-1.59, -0.08, -2.24], [6.96, 0.39, 3.89], [-4.19, 2.82, -0.18], [-6.44, 3.50, -3.78], [6.26, -0.33, 1.55], [-5.16, 1.03, -2.92], [-1.01, -1.08, -3.17], [-1.66, -1.96, -3.23], [-6.12, 2.49, -1.66], [-7.75, 1.62, -2.71], [-8.08, 0.98, -4.33], [2.61, 0.83, 1.38], [-0.88, -1.93, -0.62], [2.18, -1.07, 0.00], [0.56, -2.31, 2.80], [3.04, -0.30, 0.76], [-1.35, -0.42, 1.35], [5.99, -2.24, 0.56], [3.95, 0.04, 3.52], [-1.59, -3.42, 1.84], [1.93, 1.35, 0.82], [0.83, -0.59, 2.51], [4.85, -1.87, 0.38], [0.38, -2.71, 0.33], [-2.01, -2.42, 1.73], [-1.82, 1.43, -0.56], [6.28, 2.59, 4.90], [-6.19, 0.76, -3.77]], "homo_energy_ev": -8.25, "relative_energy_kcal_mol": 47.7, "orbital_gap_ev": 8.946, "smiles": "CCCCn1c(N)c(N(CC(C)C)C(=O)c2oc3ccc(OCC)cc3c2C)c(=O)[nH]c1=O"}

---

{"formula": "C24H32N6O3", "method": "the ωB97M-V functional and the def2-TZVPD basis", "elements": ["H", "H", "H", "N", "H", "H", "H", "C", "H", "H", "H", "C", "H", "O", "O", "N", "C", "H", "C", "H", "H", "C", "H", "N", "C", "H", "H", "H", "C", "C", "C", "N", "N", "H", "H", "H", "H", "C", "H", "C", "C", "C", "H", "H", "C", "H", "H", "H", "C", "C", "C", "C", "C", "H", "C", "H", "H", "C", "C", "C", "N", "H", "H", "O", "C"], "xyz": [[1.83, 2.69, 5.15], [-4.23, 0.07, -0.39], [1.93, 2.01, -4.90], [-0.41, 1.62, 1.78], [-2.03, -1.05, -2.59], [-3.05, -1.96, 0.51], [0.70, 2.38, 0.18], [-0.77, -3.18, 2.15], [3.99, 1.54, 3.31], [3.57, 2.83, 5.44], [1.40, 3.21, -6.87], [-3.04, -1.01, 1.06], [-0.45, -1.12, 2.72], [2.91, 2.63, 1.43], [1.98, 1.24, 2.94], [-2.30, 1.19, 2.71], [0.33, -3.97, 2.87], [-3.09, -1.23, 2.12], [-1.03, -0.64, -2.65], [0.37, -3.68, 3.92], [-1.82, 0.20, -0.24], [0.36, 2.89, -6.94], [2.84, 3.60, 4.03], [1.49, 0.40, -2.86], [3.05, 1.47, 3.87], [2.43, 0.77, -2.91], [-1.00, -3.67, 1.20], [-1.32, -2.46, -0.78], [-0.15, -1.79, 1.90], [-0.72, 0.23, -3.73], [2.81, 2.73, 4.68], [-1.71, 2.21, 3.32], [-0.59, 2.48, 2.79], [-0.28, 3.76, -6.93], [-5.17, -0.73, 0.87], [-1.68, -3.13, 2.74], [1.87, -1.62, 1.08], [-1.72, -0.28, 0.75], [0.22, 2.39, -7.90], [-4.26, -0.18, 0.67], [-0.11, -0.98, -1.72], [0.77, 1.62, 0.97], [0.42, -2.57, -0.42], [1.69, -4.00, 1.19], [0.93, 1.62, -4.86], [3.06, 0.58, 4.50], [0.18, -5.04, 2.81], [-4.27, 0.74, 1.24], [0.58, 0.75, -3.81], [-1.30, 1.44, -5.74], [1.25, -0.45, -1.80], [1.60, -3.50, 2.16], [-1.50, 0.81, 1.74], [1.79, -1.45, 2.82], [0.00, 1.96, -5.82], [0.88, 0.62, 0.53], [-2.02, 1.72, -6.49], [2.02, 1.91, 1.80], [1.38, -2.00, 1.97], [-0.42, -1.88, -0.55], [-0.53, -1.11, 0.68], [-2.65, 0.20, -4.66], [2.50, -3.72, 2.73], [2.15, -0.70, -1.01], [-1.65, 0.59, -4.72]], "homo_energy_ev": -8.56, "relative_energy_kcal_mol": 9.7, "orbital_gap_ev": 8.561, "smiles": "CCOC(=O)Cn1nnnc1[C@H](CC)N(Cc1cc2ccc(C)cc2[nH]c1=O)C1CCCC1"}

---

{"formula": "C24H33BrNO4P2Pt", "method": "the ωB97M-V functional and the def2-TZVPD basis", "elements": ["C", "C", "H", "H", "C", "P", "C", "H", "H", "H", "N", "C", "H", "P", "Br", "H", "C", "C", "H", "C", "O", "H", "H", "C", "C", "C", "H", "C", "H", "H", "H", "H", "H", "H", "C", "H", "C", "O", "H", "H", "H", "C", "O", "H", "C", "H", "O", "H", "H", "Pt", "C", "C", "H", "H", "H", "C", "C", "H", "C", "H", "C", "C", "H", "C", "H", "H"], "xyz": [[2.83, -0.38, 1.99], [-1.14, 0.41, 3.63], [0.99, -1.60, -3.16], [-2.36, 1.85, -2.98], [-1.97, 1.55, 6.07], [-1.68, -0.10, -1.72], [-0.67, -4.30, 0.45], [-0.67, -1.33, 4.78], [0.39, 5.62, -1.95], [2.29, -2.60, -1.40], [0.37, 1.87, -1.13], [-1.40, 1.38, -2.76], [0.60, -2.97, -3.81], [2.33, 0.32, 0.40], [-1.61, 2.90, 2.14], [2.05, -0.20, 2.74], [-3.06, 0.33, -0.64], [1.21, 4.05, -0.72], [4.66, 0.71, -0.07], [1.45, -3.10, -0.92], [0.65, -2.02, -4.00], [2.93, -1.46, 1.86], [1.53, 2.23, 1.64], [2.04, 2.11, 0.67], [-1.47, 0.24, 6.04], [-0.48, 2.34, -2.07], [3.78, 0.06, 2.31], [1.18, 2.69, -0.44], [-3.95, 0.55, -1.25], [-1.49, -1.70, -3.49], [-1.39, -0.35, 6.95], [3.01, 2.63, 0.73], [-1.55, -2.31, 0.47], [-1.17, 4.03, -3.15], [1.44, -4.48, -0.73], [1.30, -0.51, -2.08], [0.38, -2.32, -0.48], [-0.02, -1.36, 2.48], [-2.80, 1.18, 0.00], [-2.45, 3.32, 4.90], [4.06, -0.81, -0.80], [3.83, 0.25, -0.61], [-0.35, 0.23, -5.14], [-0.95, 1.02, -3.74], [-2.05, 2.30, 4.88], [-2.30, 1.99, 7.01], [-0.92, 0.34, 1.28], [-3.26, -0.54, 0.01], [-1.49, -4.73, 1.03], [0.41, -0.29, -0.73], [-1.60, 1.75, 3.66], [0.38, 4.56, -1.71], [0.38, -6.16, 0.16], [3.66, 0.76, -1.56], [-3.17, -1.07, -3.30], [-0.48, 3.70, -2.38], [-1.06, -0.32, 4.83], [0.09, -0.62, -4.85], [-0.70, -2.92, 0.17], [-2.51, -2.27, -2.13], [-2.27, -1.42, -2.78], [0.38, -5.08, -0.02], [0.32, 0.72, -5.64], [-0.65, -0.29, 2.37], [1.89, 4.67, -0.15], [2.26, -5.08, -1.11]], "charge": 1, "homo_energy_ev": [-7.91, -10.93], "orbital_gap_ev": [5.525, 4.079], "multiplicity": 5}

---

Repeat the third record exactly.
{"formula": "C24H32N6O3", "method": "the ωB97M-V functional and the def2-TZVPD basis", "elements": ["H", "H", "H", "N", "H", "H", "H", "C", "H", "H", "H", "C", "H", "O", "O", "N", "C", "H", "C", "H", "H", "C", "H", "N", "C", "H", "H", "H", "C", "C", "C", "N", "N", "H", "H", "H", "H", "C", "H", "C", "C", "C", "H", "H", "C", "H", "H", "H", "C", "C", "C", "C", "C", "H", "C", "H", "H", "C", "C", "C", "N", "H", "H", "O", "C"], "xyz": [[1.83, 2.69, 5.15], [-4.23, 0.07, -0.39], [1.93, 2.01, -4.90], [-0.41, 1.62, 1.78], [-2.03, -1.05, -2.59], [-3.05, -1.96, 0.51], [0.70, 2.38, 0.18], [-0.77, -3.18, 2.15], [3.99, 1.54, 3.31], [3.57, 2.83, 5.44], [1.40, 3.21, -6.87], [-3.04, -1.01, 1.06], [-0.45, -1.12, 2.72], [2.91, 2.63, 1.43], [1.98, 1.24, 2.94], [-2.30, 1.19, 2.71], [0.33, -3.97, 2.87], [-3.09, -1.23, 2.12], [-1.03, -0.64, -2.65], [0.37, -3.68, 3.92], [-1.82, 0.20, -0.24], [0.36, 2.89, -6.94], [2.84, 3.60, 4.03], [1.49, 0.40, -2.86], [3.05, 1.47, 3.87], [2.43, 0.77, -2.91], [-1.00, -3.67, 1.20], [-1.32, -2.46, -0.78], [-0.15, -1.79, 1.90], [-0.72, 0.23, -3.73], [2.81, 2.73, 4.68], [-1.71, 2.21, 3.32], [-0.59, 2.48, 2.79], [-0.28, 3.76, -6.93], [-5.17, -0.73, 0.87], [-1.68, -3.13, 2.74], [1.87, -1.62, 1.08], [-1.72, -0.28, 0.75], [0.22, 2.39, -7.90], [-4.26, -0.18, 0.67], [-0.11, -0.98, -1.72], [0.77, 1.62, 0.97], [0.42, -2.57, -0.42], [1.69, -4.00, 1.19], [0.93, 1.62, -4.86], [3.06, 0.58, 4.50], [0.18, -5.04, 2.81], [-4.27, 0.74, 1.24], [0.58, 0.75, -3.81], [-1.30, 1.44, -5.74], [1.25, -0.45, -1.80], [1.60, -3.50, 2.16], [-1.50, 0.81, 1.74], [1.79, -1.45, 2.82], [0.00, 1.96, -5.82], [0.88, 0.62, 0.53], [-2.02, 1.72, -6.49], [2.02, 1.91, 1.80], [1.38, -2.00, 1.97], [-0.42, -1.88, -0.55], [-0.53, -1.11, 0.68], [-2.65, 0.20, -4.66], [2.50, -3.72, 2.73], [2.15, -0.70, -1.01], [-1.65, 0.59, -4.72]], "homo_energy_ev": -8.56, "relative_energy_kcal_mol": 9.7, "orbital_gap_ev": 8.561, "smiles": "CCOC(=O)Cn1nnnc1[C@H](CC)N(Cc1cc2ccc(C)cc2[nH]c1=O)C1CCCC1"}